# 1
C5H8O2 | the ωB97M-V functional and the def2-TZVPD basis

Positions of all 15 atoms, in Å:
C 1.4945 -1.4274 1.1486
C 0.8112 -1.0811 0.0631
O -0.4374 -1.5309 -0.2283
C -1.2678 -0.5790 -0.8840
C -1.5978 0.7243 -0.2240
C -0.7783 0.7506 -1.2351
O 0.0900 1.3770 -2.0342
H 1.0843 -2.0858 1.9065
H 2.5014 -1.0451 1.2757
H 1.2393 -0.4105 -0.6827
H -1.9945 -1.1328 -1.4783
H -2.0898 1.1848 0.6178
H 0.2123 2.2829 -1.7145
H 0.5231 1.1549 1.7992
H 0.2097 1.8180 1.6703

ΔE to the lowest compared entry with this formula, charge and spin ... 110.16 kcal/mol
2S+1 ... 1
Energy ... -345.62941 Eh
SMILES ... C=CO[C@H]1C=C1O.[H][H]


# 2
C4H3NO2 | the ωB97M-V functional and the def2-TZVPD basis

Positions of all 10 atoms, in Å:
N -0.0642 2.3402 -0.6302
C 0.1224 1.1453 -0.7772
C 0.4601 -0.1255 -0.8930
C 0.2941 -1.1140 0.1868
O 0.7621 -0.7253 1.5943
C -0.5300 -0.8894 1.3616
O -1.5719 -0.7781 1.9312
H -0.9831 2.7033 -0.8741
H 0.9017 -0.4316 -1.8337
H 0.6088 -2.1248 -0.0656

ΔE to the lowest compared entry with this formula, charge and spin ... 62.37 kcal/mol
2S+1 ... 1
Energy ... -359.37096 Eh
SMILES ... N=C=C[C@H]1OC1=O


# 3
C29H56ClN6O14S6 | the ωB97M-V functional and the def2-TZVPD basis

Positions of all 112 atoms, in Å:
N 6.6434 -2.4561 1.3736
C 6.5471 -2.1364 2.5968
N 6.3533 -3.0461 3.6843
N 6.6575 -0.7651 2.9955
C 5.5717 0.0720 2.4591
C 4.2426 -0.2429 3.1856
C 3.6234 1.0013 3.8469
C 2.1001 1.1487 3.6752
C 1.2720 -0.0886 3.7001
C 0.1902 -0.3562 2.9466
N -0.2839 -1.6101 3.2890
C -1.4257 -2.2813 2.7014
S -1.4777 -1.9239 0.9338
O -2.2156 -0.7038 0.7563
O -0.1636 -1.9072 0.3655
C 0.4886 -2.0987 4.2598
Cl 0.2652 -3.5664 5.0297
N 1.4394 -1.2006 4.5050
O 2.3997 -1.2905 5.4542
N 3.1554 -2.7326 5.5332
O 3.4519 -3.1153 4.5248
H 6.5883 -3.4669 1.2571
H 5.8062 -3.8356 3.3560
H 7.2360 -3.4224 4.0130
H 7.5176 -0.4168 2.5807
H 5.4571 -0.1379 1.3906
H 5.8389 1.1167 2.5887
H 4.5025 -0.9535 3.9690
H 3.5579 -0.7014 2.4674
H 4.0634 1.8927 3.4012
H 3.8516 1.0282 4.9125
H 1.9244 1.5905 2.6908
H 1.6919 1.8630 4.3945
H -0.2548 0.2598 2.1834
H -1.3028 -3.3613 2.7993
H -2.3598 -1.9591 3.1592
H -2.1731 -2.9743 0.4408
C -0.8655 -4.5938 -2.7237
C -2.3847 -4.8123 -2.6169
C -2.6236 -6.3242 -2.5306
S -1.1462 -7.0274 -1.7800
O -0.4868 -7.8754 -2.7361
O -1.4442 -7.5001 -0.4498
C -0.2362 -5.4881 -1.6609
H -0.5951 -3.5487 -2.5733
H -0.5175 -4.8912 -3.7142
H -2.7617 -4.3336 -1.7065
H -2.9130 -4.3783 -3.4560
H -3.4819 -6.5736 -1.9125
H -2.7355 -6.7751 -3.5144
H 0.8231 -5.6753 -1.8192
H -0.4038 -5.0922 -0.6581
C -4.0678 2.1168 0.6295
C -5.2062 2.3193 1.6421
C -5.8023 3.7111 1.3939
S -5.5264 4.0677 -0.3507
O -4.6158 5.1802 -0.4562
O -6.7785 4.0695 -1.0565
C -4.6254 2.5634 -0.7169
H -3.7306 1.0850 0.5939
H -3.2140 2.7420 0.9019
H -5.9726 1.5576 1.4848
H -4.8565 2.2241 2.6694
H -6.8706 3.7547 1.5872
H -5.2918 4.4818 1.9676
H -3.8634 2.7794 -1.4619
H -5.3418 1.8439 -1.1126
C 8.5439 -0.5530 -1.3756
C 9.3809 0.4774 -2.1494
C 9.4353 1.7526 -1.2942
S 9.2838 1.2079 0.4143
O 8.0378 1.6989 0.9628
O 10.5219 1.4208 1.1146
C 9.0711 -0.5253 0.0531
H 8.6182 -1.5502 -1.8052
H 7.4922 -0.2587 -1.3892
H 10.3893 0.0902 -2.3039
H 8.9575 0.6870 -3.1300
H 10.3713 2.2947 -1.3979
H 8.5990 2.4170 -1.5017
H 8.3794 -0.9499 0.7735
H 10.0470 -1.0048 0.1271
C -8.4587 -3.3280 -2.2647
C -7.6886 -2.1400 -1.6728
C -6.2679 -2.6268 -1.3570
S -5.9255 -3.9633 -2.5192
O -5.7515 -5.1875 -1.7778
O -4.9424 -3.5154 -3.4723
C -7.5323 -3.9484 -3.3060
H -9.4016 -3.0167 -2.7095
H -8.6803 -4.0572 -1.4829
H -7.6460 -1.3331 -2.4062
H -8.1738 -1.7464 -0.7814
H -5.5203 -1.8491 -1.4970
H -6.1928 -3.0425 -0.3533
H -7.8000 -4.9654 -3.5834
H -7.4507 -3.3245 -4.1947
C -2.9482 8.9634 -1.9297
C -2.9255 7.4316 -2.0347
C -2.3350 7.0803 -3.4058
S -1.2350 8.4359 -3.8458
O -1.7621 9.1038 -5.0071
O 0.1326 7.9827 -3.8141
C -1.5769 9.4381 -2.4006
H -3.1553 9.2963 -0.9139
H -3.7250 9.3683 -2.5814
H -2.2946 7.0203 -1.2445
H -3.9146 7.0005 -1.9136
H -1.7545 6.1616 -3.3905
H -3.1011 7.0197 -4.1761
H -1.5409 10.4875 -2.6827
H -0.8043 9.2207 -1.6637

Charge ... +1
2S+1 ... 1
Energy ... -5369.30691 Eh


# 4
C41H53IN4O8P2Re | the ωB97M-V functional and the def2-TZVPD basis

Positions of all 110 atoms, in Å:
Re 0.2044 -0.1000 1.4966
C -0.1664 4.1617 3.0082
O -1.0406 3.2176 3.7074
C -0.8272 2.0542 3.1880
N 0.0749 1.9561 2.2557
C 0.8082 3.2445 2.2330
C 1.2595 3.7876 0.9052
C 1.0506 3.1266 -0.2982
C 1.5344 3.6694 -1.4802
C 2.2301 4.8703 -1.4707
C 2.4238 5.5440 -0.2691
C 1.9471 5.0022 0.9119
C -1.4706 0.8455 3.7095
C -2.4750 0.7711 4.6581
C -2.9272 -0.4881 5.0451
C -2.3777 -1.6314 4.4647
C -1.3802 -1.4668 3.5225
N -0.9203 -0.2563 3.1856
C -0.6879 -2.5132 2.7711
N 0.1650 -2.1937 1.8342
C 0.6974 -3.4695 1.2558
C 0.0591 -4.5209 2.1917
O -0.8803 -3.7618 3.0127
C 2.2055 -3.5396 1.1152
C 2.8666 -2.5307 0.4148
C 4.2333 -2.5912 0.1989
C 4.9566 -3.6882 0.6512
C 4.3030 -4.7022 1.3341
C 2.9312 -4.6454 1.5465
H 0.3065 4.7957 3.7515
H -0.7824 4.7742 2.3496
H 1.7115 3.0823 2.8367
H 0.4828 2.2024 -0.3209
H 1.3580 3.1645 -2.4219
H 2.6197 5.2827 -2.3913
H 2.9495 6.4891 -0.2574
H 2.1260 5.5257 1.8455
H -2.8875 1.6789 5.0803
H -3.7070 -0.5787 5.7910
H -2.7116 -2.6264 4.7307
H 0.2865 -3.5524 0.2488
H 0.7656 -4.9829 2.8762
H -0.4968 -5.2938 1.6688
H 2.2807 -1.7370 -0.0345
H 4.7362 -1.8081 -0.3553
H 6.0144 -3.7686 0.4406
H 4.8663 -5.5389 1.7257
H 2.4518 -5.4884 2.0258
C -2.0395 4.3856 -0.9211
C -2.7994 3.1016 -1.1668
C -3.0869 2.8949 -2.6403
O -1.9760 1.9884 -0.6154
P -2.4420 0.5027 -0.4825
O -1.7573 -0.0973 0.7365
C -1.8942 -0.4233 -1.9370
P -0.1140 -0.7943 -1.8293
O 0.6167 -0.1720 -0.6507
O 0.0736 -2.3404 -1.6921
C -0.3392 -3.3243 -2.7333
C -1.4338 -4.1959 -2.1521
C 0.8804 -4.1243 -3.1334
O 0.3851 -0.2682 -3.1950
C 1.7593 -0.4061 -3.7461
C 1.6193 -0.5855 -5.2395
C 2.5720 0.8153 -3.3653
O -3.9557 0.3928 -0.2288
C -5.1602 0.1010 -1.0544
C -5.5879 -1.3255 -0.7853
C -6.2160 1.1151 -0.6804
H -2.6984 5.2277 -1.1305
H -1.1750 4.4587 -1.5805
H -1.7007 4.4555 0.1122
H -3.7256 3.1046 -0.5901
H -2.1757 2.9874 -3.2333
H -3.7881 3.6575 -2.9771
H -3.5412 1.9236 -2.8377
H -2.0831 0.1169 -2.8648
H -2.4396 -1.3705 -1.9596
H -0.7154 -2.7598 -3.5907
H -1.0286 -4.8641 -1.3902
H -1.8586 -4.8140 -2.9420
H -2.2426 -3.6069 -1.7140
H 1.2797 -4.6737 -2.2795
H 1.6668 -3.4935 -3.5449
H 0.5969 -4.8447 -3.9003
H 2.2032 -1.2961 -3.2934
H 1.2490 0.3272 -5.7068
H 0.9346 -1.3988 -5.4808
H 2.5924 -0.8203 -5.6688
H 2.1232 1.7124 -3.7921
H 3.5778 0.7063 -3.7684
H 2.6406 0.9209 -2.2806
H -4.8891 0.2078 -2.1055
H -5.8346 -1.4563 0.2687
H -4.8138 -2.0430 -1.0645
H -6.4793 -1.5429 -1.3718
H -6.4645 1.0274 0.3778
H -7.1181 0.9274 -1.2604
H -5.8891 2.1359 -0.8775
I 2.0180 -1.0342 4.8227
C 2.9272 -0.0754 3.1990
C 4.2510 0.2886 3.3802
C 4.9347 0.9317 2.3605
C 4.2689 1.1694 1.1645
C 2.9656 0.7612 1.0413
N 2.2686 0.1582 2.0408
H 4.7366 0.0686 4.3205
H 5.9647 1.2349 2.4984
H 4.7535 1.6642 0.3341
H 2.4364 0.9075 0.1073

Expectation value of S² ... 3.77
Charge ... +4
2S+1 ... 4
Energy ... -3472.68717 Eh


# 5
H13O7 | the ωB97M-V functional and the def2-TZVPD basis

Positions of all 20 atoms, in Å:
O -35.3903 2.1705 -26.2759
H -35.5574 1.8857 -27.1450
O -35.1654 4.7965 -27.5214
H -34.3350 4.8964 -27.9718
H -35.2337 3.8265 -27.1565
O -33.6004 1.1095 -24.7314
H -33.8746 0.4785 -23.9756
H -34.2973 1.3346 -25.3884
O -33.1830 2.3672 -27.8460
H -32.5113 2.8161 -27.3570
H -33.8483 2.4358 -27.2663
O -36.5589 0.0911 -24.9333
H -36.2776 0.7305 -25.5723
H -36.1237 0.1768 -24.0598
O -35.2922 3.5928 -23.9328
H -34.3221 3.5249 -23.7799
H -35.2784 3.0466 -24.7261
O -37.9841 3.0849 -26.0985
H -38.1146 3.8697 -25.7225
H -36.9532 3.0203 -25.9893

Charge ... -1
ΔE to the lowest compared entry with this formula, charge and spin ... 35.12 kcal/mol
2S+1 ... 1
Energy ... -534.51148 Eh


# 6
C38H31F10KN10O | the ωB97M-V functional and the def2-TZVPD basis

Positions of all 91 atoms, in Å:
K 0.8240 0.5919 -0.0225
C 2.0883 -2.9800 -1.2167
N 1.1161 -2.0258 -0.7347
C -0.1289 -2.0496 -1.4824
C -0.0185 -1.4030 -2.8665
N 0.2260 0.0258 -2.7755
C 1.3688 0.6061 -3.1309
C 2.5565 0.0724 -3.7076
F 2.6452 -1.2444 -4.0342
C 3.6721 0.8281 -4.0134
F 4.7274 0.2248 -4.5893
C 3.7271 2.1852 -3.7711
F 4.8113 2.9197 -4.1001
C 2.6100 2.7653 -3.1958
F 2.6134 4.0829 -2.9227
C 1.5033 2.0112 -2.8957
F 0.4684 2.6472 -2.2851
C 0.9331 -2.1180 0.7086
C 2.2317 -1.8509 1.5013
N 2.9039 -0.6740 1.0083
C 4.1968 -0.6015 0.8032
C 5.2653 -1.4816 1.1663
F 5.0131 -2.6003 1.9062
C 6.5924 -1.2413 0.8705
F 7.5269 -2.1323 1.2699
C 6.9976 -0.1098 0.1933
F 8.3037 0.1044 -0.1140
C 6.0088 0.7929 -0.1846
F 6.3635 1.9042 -0.8588
C 4.6931 0.5566 0.1079
F 3.7839 1.4761 -0.2975
H 3.0559 -2.8018 -0.7476
H 2.2203 -2.8792 -2.2921
H 1.7819 -4.0218 -0.9989
H -0.8890 -1.5094 -0.9066
H -0.5061 -3.0848 -1.5978
H -0.9991 -1.5534 -3.3412
H 0.7011 -1.9435 -3.4806
H 0.5503 -3.1113 1.0118
H 0.1299 -1.4336 1.0021
H 2.8245 -2.7694 1.5015
H 1.9079 -1.7055 2.5434
C -5.4994 -2.0967 -1.6274
C -4.3957 -2.9378 -1.5708
C -3.4112 -2.7582 -0.6103
C -3.4937 -1.7230 0.3329
C -4.6246 -0.8833 0.2666
C -5.6023 -1.0680 -0.6941
N -2.4620 -1.4640 1.2088
C -2.6739 -1.4425 2.5042
C -3.7930 -2.1201 3.1340
C -3.9026 -2.2487 4.4829
C -2.9438 -1.6868 5.3623
C -1.9150 -0.9692 4.8206
C -1.7647 -0.7934 3.4272
N -0.8270 0.0686 2.9051
N -0.0995 0.6671 3.7492
C 0.7596 1.6330 3.2035
C 1.9268 1.8973 3.9347
C 2.8250 2.8225 3.4549
C 2.5272 3.4971 2.2745
C 1.3344 3.1953 1.6447
N 0.4616 2.2859 2.0810
H -6.2604 -2.2335 -2.3868
H -4.2967 -3.7469 -2.2870
H -2.5537 -3.4167 -0.5703
H -4.6945 -0.0754 0.9858
H -6.4536 -0.3951 -0.7241
H -4.5288 -2.5868 2.4923
H -4.7412 -2.8069 4.8900
H -3.0343 -1.8112 6.4344
H -1.1836 -0.4897 5.4576
H 2.1031 1.3336 4.8405
H 3.7549 3.0104 3.9781
H 3.2059 4.2194 1.8418
H 1.0692 3.6996 0.7181
C -4.2396 3.2325 -2.8198
N -3.8566 2.4997 -1.6444
C -4.0687 3.0118 -0.3132
C -3.0649 2.1718 0.5042
O -3.0388 2.1961 1.7139
N -2.2871 1.4438 -0.3628
C -2.7378 1.6938 -1.5804
N -2.2026 1.1833 -2.6835
H -5.1965 3.7194 -2.6337
H -4.3833 2.5587 -3.6664
H -3.5097 4.0038 -3.1030
H -5.0860 2.8547 0.0492
H -3.8126 4.0744 -0.2263
H -1.2149 0.7697 -2.6518
H -2.5149 1.5421 -3.5678

Charge ... -2
ΔE to the lowest compared entry with this formula, charge and spin ... 36.07 kcal/mol
2S+1 ... 1
Energy ... -3688.05722 Eh


# 7
C19H30N4O4S | the ωB97M-V functional and the def2-TZVPD basis

Positions of all 58 atoms, in Å:
C -1.7041 -5.3631 1.7671
C -2.5269 -4.1447 2.0579
C -2.2663 -2.8284 1.5994
C -3.2447 -1.9988 2.1120
C -3.5611 -0.5521 2.1632
O -4.3415 -0.1614 3.0274
N -2.9616 0.3102 1.2947
C -3.1191 1.7421 1.4993
C -1.7784 2.4582 1.6597
C -0.9174 2.4435 0.3890
N -0.0500 1.2827 0.1773
C 1.2425 1.3905 0.8391
C 2.3064 0.5525 0.1401
N 2.4909 0.9642 -1.2403
C 3.3135 1.9998 -1.5455
O 4.0566 2.5059 -0.7257
C 3.2390 2.4804 -3.0037
C 3.3639 1.3219 -4.0290
C 4.8556 1.1111 -4.2488
S 5.4378 2.7763 -4.5035
O 6.8184 2.9213 -4.1341
O 4.9988 3.1964 -5.8114
C 4.3482 3.5067 -3.2832
C -0.6520 -0.0268 0.4328
C -2.1531 -0.1033 0.1630
N -4.0696 -2.7844 2.8696
C -3.6556 -4.0790 2.8495
C -4.3829 -5.1493 3.5908
H -2.3234 -6.2561 1.6774
H -1.1636 -5.2451 0.8276
H -0.9633 -5.5532 2.5469
H -1.4294 -2.5482 0.9820
H -3.6530 2.1720 0.6434
H -3.7425 1.8674 2.3799
H -1.9909 3.4974 1.9227
H -1.2279 2.0296 2.5017
H -1.5723 2.5735 -0.4771
H -0.2543 3.3092 0.3943
H 1.5681 2.4314 0.7979
H 1.2002 1.0983 1.9005
H 3.2595 0.6753 0.6504
H 2.0515 -0.5080 0.1528
H 1.7569 0.7305 -1.8872
H 2.2573 2.9455 -3.1173
H 2.8861 0.4099 -3.6776
H 2.8969 1.6101 -4.9702
H 5.3621 0.7162 -3.3669
H 5.1069 0.5227 -5.1286
H 3.9784 4.4350 -3.7121
H 4.9267 3.7071 -2.3837
H -0.1493 -0.7675 -0.1984
H -0.4888 -0.3453 1.4745
H -2.4275 -1.1193 -0.1055
H -2.4142 0.5287 -0.6899
H -4.8288 -2.3882 3.4000
H -3.8778 -6.1044 3.4618
H -4.4224 -4.9364 4.6608
H -5.4086 -5.2605 3.2333

ΔE to the lowest compared entry with this formula, charge and spin ... 20.66 kcal/mol
2S+1 ... 1
Energy ... -1660.19917 Eh
SMILES ... Cc1cc(C(=O)N2CCCN(CCNC(=O)[C@@H]3CCS(=O)(=O)C3)CC2)[nH]c1C


# 8
C2H6O2Si | the ωB97M-V functional and the def2-TZVPD basis

Positions of all 11 atoms, in Å:
C 0.5351 0.7104 -1.2546
Si 0.1021 1.1654 0.5812
O 0.8522 0.9782 1.9047
H 1.1672 1.4217 -1.7716
H 1.0628 -0.2258 -1.1881
H -0.2700 0.5335 -1.8148
H -1.0255 2.0928 0.8104
C -0.8584 -1.8512 1.4480
O -1.3052 -1.1386 0.6181
H -0.9561 -2.8696 1.3766
H -0.2368 -1.5008 2.3811

ΔE to the lowest compared entry with this formula, charge and spin ... 56.39 kcal/mol
2S+1 ... 1
Energy ... -519.73287 Eh
SMILES ... C[SiH]=O.C=O


# 9
C4H3NO3S | the ωB97M-V functional and the def2-TZVPD basis

Positions of all 12 atoms, in Å:
O -2.0568 2.5560 -2.6427
C -1.4124 2.3061 -1.7325
C -0.6451 2.0516 -0.7335
S 1.1356 1.9457 -1.0095
C 1.5847 0.3333 -0.3277
C 0.7037 -0.4019 0.3131
N -0.2860 -1.0458 0.6957
O -0.8316 -1.1638 1.7789
O -0.8956 -1.9456 -0.2682
H -0.8826 1.8203 0.1799
H 2.6648 0.3520 -0.5328
H -0.7633 -2.7977 0.1313

ΔE to the lowest compared entry with this formula, charge and spin ... 144.84 kcal/mol
2S+1 ... 1
Energy ... -832.64092 Eh
SMILES ... O=C=CSC=C=[N+]([O-])O


Question: What is the formula in the fourth record?
Answer: C41H53IN4O8P2Re


Question: Among the records above, which one has the lowest energy?
Answer: C29H56ClN6O14S6


Question: What is the formula in the first record?
Answer: C5H8O2


Question: Which of these has the highest 2S+1?
Answer: C41H53IN4O8P2Re